Entry 1:
One molecule with the formula C20H18BrN3O2 in a non-equilibrium geometry, computed with wB97M-V/def2-TZVPD.

As for the maximum force: 4.32 eV Å⁻¹. As for the calculated total energy: -3661.6947 hartree. As for the energy above the lowest of the compared OMol25 structures with the same formula, charge and spin: 178.91 kJ/mol. As for the SMILES: O=C1NC[C@@H](c2ccccc2)[C@@H]1C(=O)N/N=C1\CCc2ccc(Br)cc21. The HOMO energy is -8.391 eV. The value obtained for the LUMO energy is 0.14 eV. The frontier orbital gap comes out at 8.53 eV.

```
! wB97M-V def2-TZVPD RIJCOSX def2/J DEFGRID3
* xyz 0 1
O -2.30 -0.21 -0.56
C -2.04 -1.03 0.31
N -3.06 -1.37 1.14
C -2.53 -2.02 2.33
C -1.07 -2.42 1.96
C -0.90 -3.88 1.57
C 0.27 -4.55 1.87
C 0.48 -5.86 1.49
C -0.50 -6.58 0.79
C -1.69 -5.94 0.45
C -1.86 -4.57 0.79
C -0.67 -1.47 0.76
C 0.16 -0.25 1.03
O 0.78 -0.13 2.07
N 0.36 0.59 -0.04
N 1.21 1.68 -0.08
C 1.00 2.60 -1.02
C -0.02 2.57 -2.08
C 0.06 3.96 -2.83
C 1.21 4.62 -2.11
C 1.77 5.87 -2.36
C 2.90 6.30 -1.67
C 3.47 5.48 -0.70
Br 5.13 6.04 0.20
C 2.89 4.22 -0.44
C 1.74 3.81 -1.14
H -3.81 -0.72 1.19
H -3.14 -2.86 2.65
H -2.51 -1.35 3.20
H -0.41 -2.27 2.80
H 1.06 -3.99 2.37
H 1.41 -6.40 1.71
H -0.37 -7.60 0.51
H -2.51 -6.49 -0.03
H -2.78 -4.13 0.43
H -0.18 -2.01 -0.02
H -0.22 0.42 -0.86
H -1.02 2.41 -1.68
H 0.25 1.72 -2.74
H 0.30 3.84 -3.90
H -0.84 4.54 -2.78
H 1.38 6.55 -3.12
H 3.31 7.30 -1.83
H 3.31 3.57 0.32
*
```



Entry 2:
C20H18Cl2N as an isolated structure in a non-equilibrium geometry, computed with wB97M-V/def2-TZVPD.

As for the maximum force: 2.21 eV Å⁻¹. As for the calculated total energy: -1747.7826 hartree. As for the energy above the lowest of the compared OMol25 structures with the same formula, charge and spin: 94.02 kJ/mol. The HOMO energy is -12.004 eV. The value obtained for the LUMO energy is -3.77 eV. The frontier orbital gap comes out at 8.24 eV.

```
! wB97M-V def2-TZVPD RIJCOSX def2/J DEFGRID3
* xyz 1 1
Cl -5.78 1.27 -3.08
C -4.22 0.76 -2.72
C -3.99 -0.60 -2.44
C -2.69 -1.00 -2.10
C -1.62 -0.06 -1.94
C -0.34 -0.56 -1.24
C 0.99 -0.07 -1.85
C 1.97 -1.01 -2.27
C 3.26 -0.59 -2.64
C 3.56 0.77 -2.67
Cl 5.11 1.28 -3.15
C 2.60 1.73 -2.33
C 1.31 1.29 -1.95
C -1.86 1.25 -2.42
C -3.16 1.69 -2.72
H -4.81 -1.33 -2.45
H -2.45 -2.09 -2.01
H -0.36 -1.61 -0.96
H 1.70 -2.08 -2.32
H 4.03 -1.34 -2.85
H 2.84 2.77 -2.29
H 0.56 2.05 -1.71
H -1.03 1.94 -2.59
H -3.35 2.73 -2.93
C 0.39 -0.42 5.71
C 0.00 -1.59 5.04
C 0.17 -1.66 3.64
C 0.71 -0.59 2.90
C 0.78 -0.62 1.38
N -0.36 -0.13 0.55
C 1.12 0.56 3.62
C 0.96 0.66 5.02
H 0.23 -0.33 6.79
H -0.43 -2.43 5.59
H -0.04 -2.61 3.12
H 1.65 0.02 1.09
H 1.03 -1.63 1.08
H -1.20 -0.19 1.13
H -0.20 0.82 0.34
H 1.65 1.36 3.07
H 1.28 1.58 5.55
*
```



Entry 3:
One molecule with the formula C20H18ClN5O, computed with wB97M-V/def2-TZVPD.

As for the maximum force: 0.91 eV Å⁻¹. As for the calculated total energy: -1582.1863 hartree. As for the SMILES: CCn1c(NC(=O)c2cccc(Cn3cc(Cl)cn3)c2)nc2ccccc21. The HOMO energy is -8.015 eV. The value obtained for the LUMO energy is 0.62 eV. The frontier orbital gap comes out at 8.63 eV.

```
! wB97M-V def2-TZVPD RIJCOSX def2/J DEFGRID3
* xyz 0 1
C -4.27 -1.12 0.91
C -2.93 -1.56 0.34
N -1.90 -0.59 0.58
C -1.53 0.46 -0.22
N -2.17 0.70 -1.41
C -1.71 1.48 -2.45
O -2.47 1.87 -3.30
C -0.25 1.72 -2.44
C 0.26 3.00 -2.62
C 1.63 3.20 -2.59
C 2.49 2.13 -2.39
C 1.99 0.85 -2.24
C 2.89 -0.34 -2.01
N 2.52 -1.05 -0.81
C 3.12 -0.98 0.40
C 2.42 -1.84 1.22
Cl 2.76 -2.20 2.86
C 1.41 -2.38 0.42
N 1.49 -1.89 -0.80
C 0.62 0.64 -2.27
N -0.57 1.19 0.28
C -0.26 0.62 1.48
C 0.67 0.99 2.44
C 0.74 0.25 3.60
C -0.09 -0.85 3.81
C -1.02 -1.25 2.86
C -1.10 -0.50 1.70
H -5.02 -1.89 0.72
H -4.60 -0.19 0.45
H -4.20 -0.97 1.98
H -2.61 -2.50 0.81
H -3.00 -1.74 -0.74
H -3.16 0.45 -1.46
H -0.42 3.82 -2.77
H 2.03 4.19 -2.72
H 3.56 2.30 -2.35
H 3.93 -0.03 -1.92
H 2.79 -1.04 -2.85
H 3.96 -0.36 0.59
H 0.65 -3.09 0.68
H 0.24 -0.36 -2.16
H 1.32 1.84 2.27
H 1.45 0.51 4.36
H -0.01 -1.41 4.73
H -1.66 -2.10 3.03
*
```